# 1
Below is a structure of composition C41H40AsIN3O8P2Y, with properties calculated with ωB97M-V/def2-TZVPD.

Each line ends with the Mulliken charge.
Geometry (Å):
Y  0.28  0.25  -0.70  0.961
C  2.56  -3.78  0.88  -1.037
C  2.74  -2.93  -0.35  0.204
N  3.71  -3.38  -1.24  -0.676
C  3.58  -3.20  -2.55  -1.161
C  2.63  -2.57  -3.37  0.497
C  2.64  -2.92  -4.82  -1.003
O  1.71  -4.00  -5.17  -0.544
C  1.70  -1.57  -2.90  0.018
C  0.49  -1.27  -3.44  -1.446
N  -0.36  -0.24  -2.94  -0.011
C  -1.10  0.42  -3.84  0.289
C  -0.87  0.39  -5.25  -0.576
C  -1.65  1.08  -6.15  -0.741
C  -2.73  1.85  -5.74  -0.683
C  -3.01  1.91  -4.38  -0.590
C  -2.23  1.21  -3.48  0.235
I  -2.75  1.26  -1.44  0.173
C  1.97  -1.83  -0.52  0.186
O  0.89  -1.55  0.28  -0.751
H  3.40  -4.48  0.95  0.433
H  1.63  -4.35  0.85  0.191
H  2.53  -3.16  1.79  0.036
H  4.36  -3.73  -3.12  0.159
H  3.63  -3.27  -5.13  0.428
H  2.36  -2.06  -5.43  0.294
H  1.29  -4.22  -4.34  0.366
H  0.08  -1.86  -4.26  0.865
H  -0.01  -0.18  -5.61  0.428
H  -1.40  1.02  -7.21  0.363
H  -3.35  2.39  -6.45  0.330
H  -3.84  2.49  -4.01  0.340
N  3.10  3.31  0.06  -0.072
C  1.86  3.57  0.90  0.923
C  2.07  4.75  1.84  -1.888
P  1.49  1.90  1.69  0.092
O  1.88  2.19  3.23  -0.579
O  0.06  1.49  1.56  0.512
O  2.46  1.01  0.98  -0.530
P  0.51  3.82  -0.35  0.147
O  1.27  5.00  -1.20  -0.624
O  -0.75  4.33  0.22  -0.799
O  0.66  2.55  -1.14  -0.273
H  3.96  3.60  0.52  0.440
H  3.04  3.74  -0.86  0.458
H  3.16  2.26  -0.04  0.013
H  2.88  4.56  2.55  0.454
H  1.16  4.91  2.40  0.331
H  2.28  5.66  1.27  0.476
H  1.31  1.67  3.81  0.392
H  0.64  5.53  -1.70  0.346
C  -6.72  -2.10  1.11  -0.395
C  -6.49  -0.87  1.71  -0.658
C  -5.19  -0.46  1.98  -0.273
C  -4.11  -1.27  1.67  0.134
C  -4.35  -2.51  1.06  -0.459
C  -5.65  -2.92  0.79  -0.611
As  -2.25  -0.72  1.89  0.741
C  -1.68  -2.15  3.08  0.036
C  -2.52  -2.78  4.00  -0.350
C  -2.05  -3.81  4.80  -0.697
C  -0.73  -4.22  4.69  -0.543
C  0.11  -3.62  3.76  -0.512
C  -0.36  -2.59  2.96  0.103
C  -2.54  0.76  3.15  0.498
C  -2.74  0.62  4.51  -0.097
C  -2.92  1.73  5.33  -0.578
C  -2.89  3.00  4.78  -0.554
C  -2.67  3.16  3.41  -0.581
C  -2.49  2.05  2.61  -0.169
H  -7.74  -2.42  0.89  0.344
H  -7.33  -0.22  1.95  0.376
H  -5.02  0.50  2.45  0.353
H  -3.52  -3.15  0.80  0.424
H  -5.82  -3.88  0.32  0.379
H  -3.56  -2.47  4.06  0.404
H  -2.72  -4.29  5.51  0.371
H  -0.36  -5.03  5.31  0.363
H  1.13  -3.96  3.64  0.411
H  0.29  -2.15  2.20  -0.196
H  -2.75  -0.37  4.95  0.286
H  -3.07  1.60  6.39  0.371
H  -3.02  3.87  5.41  0.321
H  -2.61  4.15  2.97  0.518
H  -2.26  2.20  1.56  -0.191
C  2.16  -0.87  -1.65  1.570
C  3.34  -0.04  -1.77  0.627
C  4.37  0.02  -0.80  -0.243
C  5.38  0.96  -0.88  -0.702
C  5.44  1.89  -1.92  -0.696
C  4.48  1.79  -2.93  -0.715
C  3.48  0.85  -2.87  -0.432
H  4.34  -0.69  0.02  0.274
H  6.15  0.98  -0.11  0.351
H  6.25  2.61  -1.99  0.341
H  4.53  2.46  -3.79  0.368
H  2.73  0.79  -3.65  0.289

The calculation puts the highest occupied orbital energy at 0.467 eV. Its total charge is -2. The calculation puts the HOMO-LUMO gap at 0.1238 Ha. For the LUMO energy, the calculation gives 3.8 eV.

***

# 2
Below is a structure of composition C41H40IN4O4PSTi, with properties calculated with ωB97M-V/def2-TZVPD.

Each line ends with the Löwdin spin population.
Geometry (Å):
Ti  0.17  -0.58  0.46  1.697
N  2.81  -3.24  4.69  0.000
C  2.17  -2.61  3.44  0.000
C  2.12  -1.11  3.62  0.001
C  3.40  -0.32  3.36  0.000
N  3.06  1.06  3.03  0.000
C  4.26  -0.99  2.25  0.000
C  3.54  -1.99  1.35  0.000
N  2.55  -1.36  0.46  0.017
C  2.93  -3.10  2.21  0.000
H  2.29  -2.95  5.52  0.000
H  3.78  -2.95  4.80  0.000
H  2.77  -4.26  4.63  0.000
H  1.16  -3.02  3.43  0.000
H  1.69  -0.84  4.59  0.000
H  1.38  -0.78  2.90  0.001
H  4.02  -0.31  4.27  0.000
H  3.39  1.71  3.73  0.000
H  2.05  1.19  2.92  0.000
H  5.09  -1.53  2.71  0.000
H  4.71  -0.19  1.65  0.000
H  4.31  -2.46  0.73  0.000
H  2.16  -2.07  -0.16  0.003
H  3.05  -0.70  -0.13  0.004
H  3.77  -3.74  2.52  0.000
H  2.26  -3.73  1.61  0.000
O  -0.68  0.94  4.05  0.017
C  -0.73  0.65  2.86  0.012
O  0.23  0.81  2.00  0.018
C  -1.98  0.04  2.27  0.036
C  -3.14  -0.09  3.01  -0.002
C  -4.26  -0.62  2.39  0.037
C  -4.18  -0.98  1.05  0.000
C  -2.97  -0.85  0.39  0.034
N  -1.88  -0.36  0.99  0.020
H  -3.13  0.22  4.05  -0.001
H  -5.19  -0.74  2.94  0.003
H  -5.03  -1.39  0.52  -0.001
H  -2.86  -1.15  -0.64  0.002
O  -0.38  -4.24  2.50  0.007
C  -0.48  -3.44  1.57  0.006
O  0.15  -2.33  1.55  0.012
C  -1.39  -3.76  0.40  0.001
C  -2.45  -4.61  0.69  0.001
C  -3.40  -4.96  -0.26  -0.001
C  -3.27  -4.46  -1.55  0.001
C  -2.20  -3.63  -1.86  0.000
C  -1.24  -3.25  -0.91  0.011
S  0.05  -2.18  -1.50  0.018
H  -2.51  -4.99  1.70  0.000
H  -4.22  -5.61  0.01  0.000
H  -3.99  -4.72  -2.31  0.000
H  -2.09  -3.26  -2.87  0.000
I  2.76  2.10  -0.24  0.016
C  2.89  1.86  -2.32  0.001
C  4.16  1.56  -2.75  0.001
C  4.49  1.54  -4.12  0.000
C  3.54  1.90  -5.03  0.001
C  2.23  2.22  -4.62  0.000
C  1.30  2.66  -5.60  0.001
C  0.03  2.99  -5.26  0.000
C  -0.39  2.79  -3.94  0.001
C  0.44  2.33  -2.95  0.003
P  -0.38  1.77  -1.39  0.017
C  -0.67  3.33  -0.47  0.000
C  -0.17  4.56  -0.90  0.000
C  -0.36  5.70  -0.13  0.000
C  -1.06  5.62  1.07  0.000
C  -1.57  4.40  1.50  0.000
C  -1.37  3.27  0.73  0.001
C  -2.05  1.35  -2.02  0.001
C  -3.22  2.01  -1.65  0.000
C  -4.45  1.56  -2.09  0.000
C  -4.53  0.45  -2.92  0.001
C  -3.37  -0.21  -3.31  0.000
C  -2.14  0.24  -2.86  0.001
C  1.83  2.13  -3.25  0.001
H  4.93  1.37  -2.02  0.000
H  5.49  1.28  -4.43  0.000
H  3.78  1.95  -6.08  0.000
H  1.65  2.73  -6.63  0.000
H  -0.67  3.35  -6.00  0.000
H  -1.43  2.96  -3.70  0.000
H  0.38  4.62  -1.83  0.000
H  0.04  6.64  -0.47  0.000
H  -1.20  6.51  1.67  0.000
H  -2.11  4.33  2.43  0.000
H  -1.77  2.32  1.07  0.001
H  -3.17  2.88  -1.00  0.000
H  -5.35  2.07  -1.79  0.000
H  -5.50  0.10  -3.27  0.000
H  -3.42  -1.08  -3.95  0.000
H  -1.24  -0.31  -3.12  0.000

The calculation puts the highest occupied orbital energy (alpha / beta) at -5.134 / -6.816 eV. Its expectation value of S² is 2.007. The calculation puts the HOMO-LUMO gap (alpha / beta) at 0.1673 / 0.2291 Ha. The spin multiplicity is 3. For the LUMO energy (alpha / beta), the calculation gives -0.6 / -0.6 eV.